# 1
ORCA calculation (ωB97M-V/def2-TZVPD) on a 2-piece molecular cluster, C11H15N overall at a distorted geometry.

Element x y z (Å)
N (-1.70, -1.50, -0.04)
C (0.35, -1.64, 3.04)
C (1.62, -1.07, 2.44)
C (-1.14, -1.06, -1.21)
C (0.16, -0.74, -1.07)
C (0.00, 2.69, -1.48)
C (-0.85, -1.69, 2.36)
C (1.13, -0.31, -2.06)
C (-0.95, 2.39, -0.39)
C (1.55, -0.92, 1.06)
C (0.42, -1.03, 0.35)
C (-0.83, -1.38, 1.02)
H (2.55, -1.19, 3.06)
H (1.81, 0.34, -1.58)
H (-1.66, -2.21, 2.82)
H (-1.83, 3.15, -0.33)
H (0.52, 0.28, -2.84)
H (-1.69, 1.42, -0.57)
H (1.79, -1.18, -2.56)
H (0.22, 3.79, -1.47)
H (0.99, 2.07, -1.39)
H (-2.68, -1.64, 0.08)
H (-1.75, -0.87, -2.10)
H (0.36, -1.85, 4.04)
H (-0.50, 2.20, 0.59)
H (-0.45, 2.61, -2.44)
H (2.56, -0.66, 0.68)

LUMO in eV: 0.9181
Multiplicity: 1
SMILES string: Cc1c[nH]c2ccccc12.CC
Max |F| in eV Å⁻¹: 5.105
E_HOMO in eV: -7.902
Total energy in Ha: -482.83590
Orbital gap in eV: 8.82

# 2
ORCA calculation (ωB97M-V/def2-TZVPD) on one molecule with the formula C10H9NO at a distorted geometry.

Element x y z (Å)
O (1.85, -1.27, -2.56)
N (1.91, 0.63, -0.66)
C (-0.19, 0.89, 1.20)
C (-1.39, -1.95, -1.16)
C (-1.36, -0.96, -0.21)
C (-1.26, 1.06, 2.30)
C (-0.32, -0.10, 0.14)
C (1.90, 1.68, 0.22)
C (0.82, 1.81, 1.12)
C (-0.24, -2.05, -1.90)
C (0.82, -1.24, -1.73)
C (0.78, -0.14, -0.79)
H (2.51, -0.59, -2.19)
H (2.67, 2.40, 0.09)
H (-2.20, -0.87, 0.60)
H (0.73, 2.62, 1.85)
H (-1.36, 0.22, 2.93)
H (-0.99, 1.91, 2.97)
H (-2.42, -2.40, -1.21)
H (-0.03, -2.77, -2.81)
H (-2.23, 1.15, 1.80)

LUMO in eV: 0.0134
Multiplicity: 1
SMILES string: Cc1ccnc2c(O)cccc12
Max |F| in eV Å⁻¹: 4.962
E_HOMO in eV: -8.016
Total energy in Ha: -516.42801
Orbital gap in eV: 8.03

# 3
ORCA calculation (ωB97M-V/def2-TZVPD) on an isolated ion of composition C7H8ClFN3 and charge +1 at a distorted geometry.

Element x y z (Å)
Cl (0.24, -2.34, 1.73)
F (3.28, -0.55, -1.55)
N (1.62, -1.32, -0.17)
N (1.57, 1.94, -0.15)
N (1.79, 0.91, -0.78)
C (-3.10, -1.31, -1.20)
C (1.78, 1.99, 1.19)
C (-1.96, -1.69, -0.43)
C (-0.73, -1.04, -0.46)
C (1.32, 3.09, 1.70)
C (2.17, -0.32, -0.75)
C (0.39, -1.48, 0.22)
H (2.12, 1.17, 1.78)
H (-2.84, -0.31, -1.62)
H (1.30, 3.39, 2.75)
H (0.96, 3.84, 0.85)
H (-3.35, -2.06, -1.86)
H (-1.97, -2.46, 0.37)
H (-0.59, -0.23, -1.16)
H (-3.98, -1.21, -0.45)

LUMO in eV: -5.4061
Multiplicity: 1
Total charge: +1
SMILES string: C=CN=[N+]=C(F)/N=C(Cl)\C=C\C
Max |F| in eV Å⁻¹: 4.555
E_HOMO in eV: -13.808
Total energy in Ha: -995.43604
Orbital gap in eV: 8.40

# 4
ORCA calculation (ωB97M-V/def2-TZVPD) on C7H28CaN11O10 as an isolated structure at a distorted geometry.

Element x y z (Å)
Ca (5.87, -13.12, 1.85)
O (8.32, -6.80, 0.75)
O (8.91, -11.33, -9.11)
O (11.73, 0.00, -0.55)
O (6.11, -2.51, 4.55)
O (11.42, -2.61, -7.71)
O (4.36, -12.81, -3.05)
O (15.63, -11.86, -4.61)
O (8.21, -8.79, 0.21)
O (8.91, -7.40, -1.26)
O (7.90, -11.49, 6.30)
N (12.27, -3.78, -6.01)
N (11.38, -1.94, 0.43)
N (8.83, -9.61, 6.76)
N (8.49, -7.65, -0.11)
N (4.31, -13.77, -5.10)
N (13.50, -12.26, -4.24)
N (9.89, -1.22, -0.91)
N (10.11, -3.82, -6.31)
N (5.69, -12.26, -4.77)
N (14.40, -10.42, -3.39)
N (9.51, -11.37, 7.79)
C (4.76, -12.94, -4.21)
C (6.49, -1.18, 4.41)
C (11.31, -3.32, -6.73)
C (9.16, -9.91, -8.90)
C (10.98, -0.96, -0.38)
C (8.73, -10.88, 6.89)
C (14.58, -11.52, -4.09)
H (9.55, -11.66, -9.74)
H (10.03, -10.78, 8.43)
H (6.51, -0.80, 3.38)
H (8.31, -9.11, 6.05)
H (13.47, -10.17, -3.10)
H (10.03, -4.34, -5.45)
H (10.86, -2.80, 0.54)
H (9.63, -0.52, -1.59)
H (12.25, -1.92, 0.94)
H (4.68, -13.68, -6.03)
H (7.47, -1.12, 4.88)
H (8.40, -9.15, -9.10)
H (6.14, -11.48, -4.31)
H (6.54, -3.04, 3.87)
H (12.72, -11.87, -3.72)
H (9.48, -9.10, 7.34)
H (11.96, -4.28, -5.19)
H (9.56, -9.69, -7.91)
H (9.54, -12.38, 7.77)
H (9.22, -1.82, -0.45)
H (13.60, -13.11, -4.76)
H (5.82, -12.28, -5.77)
H (9.88, -9.58, -9.65)
H (5.88, -0.55, 5.07)
H (3.36, -14.02, -4.85)
H (13.07, -3.16, -6.01)
H (9.30, -3.57, -6.87)
H (15.08, -9.68, -3.41)

LUMO in eV: -8.0976
Multiplicity: 1
Total charge: +1
Max |F| in eV Å⁻¹: 8.061
E_HOMO in eV: -10.421
Total energy in Ha: -2315.32398
Orbital gap in eV: 2.32

# 5
ORCA calculation (ωB97M-V/def2-TZVPD) on C26H34BCl51N3O2P as an isolated structure at a distorted geometry.

Element x y z (Å)
Cl (-4.28, 0.72, 4.55)
Cl (5.86, -2.48, 4.72)
Cl (-4.19, -1.45, -5.81)
Cl (-2.59, 0.53, 7.33)
Cl (-2.81, 5.33, 0.79)
Cl (-5.93, -3.75, -2.18)
Cl (6.54, -0.97, -0.56)
Cl (-3.72, -4.91, -3.68)
Cl (1.82, 3.62, 4.07)
Cl (-2.84, -2.75, 1.46)
Cl (0.26, 2.02, 5.92)
Cl (4.97, -5.71, 0.83)
Cl (-4.45, 2.50, 2.26)
Cl (-7.70, 0.44, 1.35)
Cl (-2.38, 0.49, 2.38)
Cl (7.09, -5.32, 2.77)
Cl (-0.15, 4.36, -5.82)
Cl (-4.08, 5.99, 3.31)
Cl (-1.31, 5.14, 3.27)
Cl (-6.91, 9.99, 1.01)
Cl (-1.33, -1.33, -6.26)
Cl (1.40, 1.94, -5.44)
Cl (-4.35, 8.71, 1.48)
Cl (-2.52, 3.78, -8.59)
Cl (-2.82, -2.52, -12.87)
Cl (-2.47, -5.59, 0.97)
Cl (-0.24, -3.80, -13.31)
Cl (-1.12, -3.16, -10.61)
Cl (6.21, -5.00, 6.11)
Cl (7.23, 0.73, 6.55)
Cl (8.01, -1.71, 1.83)
Cl (7.43, -4.40, 0.04)
Cl (7.04, 3.65, 6.38)
Cl (0.11, -7.66, -0.90)
Cl (-2.59, 5.60, -10.84)
Cl (-2.91, -0.16, 10.14)
Cl (-1.48, 1.83, -5.30)
Cl (-3.13, -1.64, -8.51)
Cl (-2.03, -3.68, -1.17)
Cl (-6.13, 9.26, 3.71)
Cl (-5.77, -3.37, -5.04)
Cl (1.33, -5.36, -2.19)
Cl (-4.41, -1.59, 8.10)
Cl (8.02, -2.79, 6.63)
Cl (-7.73, 3.32, 1.00)
Cl (0.91, -5.35, 0.68)
Cl (5.49, 1.88, 4.64)
Cl (1.39, 4.55, 6.78)
Cl (9.03, -2.44, -0.79)
Cl (-6.87, 1.61, -1.17)
Cl (-0.67, 6.02, -8.71)
P (3.49, 0.42, 3.06)
O (-0.75, -1.31, 0.43)
O (3.17, 0.48, 4.49)
N (4.12, -2.90, 1.81)
N (0.41, 1.58, 1.74)
N (2.47, -0.57, -0.07)
C (0.96, 0.60, 1.48)
C (3.39, -2.07, 2.12)
C (-1.63, -3.65, -12.22)
C (6.37, -3.25, 6.23)
C (2.24, 0.51, -1.05)
C (7.59, -2.18, 0.19)
C (1.27, -6.34, -0.72)
C (7.02, 2.12, 5.50)
C (1.62, -0.64, 1.12)
C (0.61, -3.23, 1.38)
C (-2.29, 5.45, -9.12)
C (0.93, 0.46, -1.84)
C (-7.95, 1.76, 0.21)
C (6.28, -4.65, 1.35)
C (-3.70, -0.04, 8.56)
C (-3.37, 1.60, 3.31)
C (-1.43, 1.30, -1.26)
C (1.61, 3.13, 5.75)
C (2.48, -0.99, 2.38)
C (-2.58, 6.00, 2.40)
C (-5.42, -4.47, -3.71)
C (-0.11, 2.62, -6.06)
C (-2.85, -2.02, -6.81)
C (-2.98, -4.05, 0.27)
C (0.00, 1.67, -1.62)
C (-5.56, 9.81, 2.13)
B (0.44, -1.75, 0.94)
H (2.40, 1.51, -0.64)
H (-1.51, 1.07, -0.20)
H (-2.26, 7.03, 2.29)
H (0.70, -3.25, 2.47)
H (-2.10, -4.62, -12.15)
H (-3.00, 6.07, -8.59)
H (0.40, -0.48, -1.71)
H (3.21, 1.57, 2.30)
H (-0.28, -3.82, 1.16)
H (1.20, 0.49, -2.88)
H (2.51, 2.62, 6.06)
H (3.44, -0.50, 0.20)
H (3.04, 0.38, -1.77)
H (4.82, 0.08, 2.76)
H (5.72, -2.89, 7.01)
H (2.25, -6.78, -0.57)
H (1.80, -1.28, 3.18)
H (-0.16, 2.43, -7.12)
H (7.03, -3.11, 0.24)
H (-2.72, 2.31, 3.81)
H (-1.76, 0.45, -1.85)
H (-5.10, 10.78, 2.26)
H (-0.05, 2.24, -2.55)
H (-0.96, -1.79, -0.40)
H (-4.01, -4.13, -0.02)
H (7.83, 2.13, 4.79)
H (-4.51, 0.68, 8.65)
H (-2.79, -3.10, -6.71)
H (-6.00, -5.37, -3.86)
H (-2.09, 2.15, -1.42)
H (-8.97, 1.71, -0.15)
H (0.46, 2.33, -0.90)
H (1.51, -3.72, 1.01)
H (5.86, -3.69, 1.62)

LUMO in eV: 0.1342
Multiplicity: 1
Max |F| in eV Å⁻¹: 12.753
E_HOMO in eV: -9.277
Total energy in Ha: -25161.50178
Orbital gap in eV: 9.41

# 6
ORCA calculation (ωB97M-V/def2-TZVPD) on one molecule with the formula C3H9FNPS at a distorted geometry.

Element x y z (Å)
S (0.76, 0.18, 2.88)
P (-0.35, -0.13, 1.23)
F (-1.88, 0.51, 1.17)
N (0.16, 0.72, -0.14)
C (-0.67, 0.35, -1.28)
C (1.44, 1.34, -0.35)
C (-0.50, -1.94, 0.65)
H (1.22, 2.09, -0.97)
H (-1.64, 0.06, -1.04)
H (1.76, 1.63, 0.57)
H (-1.06, -2.05, -0.26)
H (-0.78, 1.31, -1.72)
H (-0.99, -2.48, 1.32)
H (0.47, -2.19, 0.71)
H (-0.20, -0.20, -2.05)
H (2.24, 0.79, -0.71)

LUMO in eV: 0.7332
Multiplicity: 1
SMILES string: CN(C)[P@](C)(F)=S
Max |F| in eV Å⁻¹: 4.978
E_HOMO in eV: -8.952
Total energy in Ha: -1013.87619
Orbital gap in eV: 9.69